Entry 1:
{"formula": "C11H17NO2", "method": "ωB97M-V with the def2-TZVPD basis set", "relative_energy_ev": 0.867, "homo_ev": -7.62, "energy_ha": -634.5662, "mol_weight_g_mol": 195.262, "smiles": "CCOC[C@H](O)CNc1ccccc1", "homo_lumo_gap_ev": 8.4, "elements": ["C", "C", "O", "C", "C", "C", "N", "C", "C", "C", "C", "C", "C", "H", "H", "H", "H", "H", "H", "H", "H", "O", "H", "H", "H", "H", "H", "H", "H", "H", "H"], "positions_angstrom": [[-0.773, 3.296, -2.803], [-1.067, 2.192, -1.791], [0.072, 1.733, -1.093], [0.982, 0.986, -1.868], [2.064, 0.388, -0.952], [1.524, -0.755, -0.083], [0.588, -0.256, 0.891], [-0.183, -1.090, 1.665], [0.132, -2.436, 1.864], [-0.643, -3.220, 2.699], [-1.741, -2.690, 3.352], [-2.062, -1.355, 3.161], [-1.298, -0.565, 2.329], [-1.552, 0.476, 2.179], [-2.919, -0.928, 3.663], [-2.342, -3.309, 4.002], [-0.382, -4.260, 2.839], [0.987, -2.871, 1.370], [0.149, 0.615, 0.624], [2.375, -1.220, 0.430], [1.064, -1.518, -0.737], [3.166, -0.039, -1.716], [2.899, -0.791, -2.258], [2.444, 1.184, -0.305], [0.450, 0.181, -2.403], [1.482, 1.623, -2.610], [-1.730, 2.574, -1.010], [-1.563, 1.346, -2.291], [-0.205, 2.915, -3.648], [-1.710, 3.704, -3.174], [-0.205, 4.091, -2.328]], "forces_ev_per_a": [[0.1, -0.3, 0.3], [-0.3, 0.2, -0.1], [0.2, 0.0, 0.1], [0.4, 0.0, -0.1], [-0.6, 0.1, 0.2], [0.2, 0.0, 0.1], [0.0, 0.4, -0.2], [0.0, -0.1, 0.2], [0.1, 0.1, -0.2], [-0.1, 0.0, 0.1], [0.0, -0.2, 0.1], [0.0, 0.0, 0.0], [0.0, 0.0, 0.0], [0.0, 0.1, 0.0], [-0.1, 0.0, 0.0], [0.0, 0.0, 0.1], [0.0, -0.1, 0.0], [0.1, 0.0, -0.1], [0.0, -0.1, 0.0], [-0.1, 0.0, -0.2], [0.1, 0.0, 0.0], [0.1, -0.2, -0.3], [0.0, 0.0, 0.0], [-0.1, -0.1, 0.0], [0.1, 0.0, 0.0], [0.0, -0.1, 0.1], [0.0, -0.1, -0.1], [0.0, 0.1, 0.1], [0.0, 0.0, -0.1], [-0.1, 0.1, -0.1], [0.0, 0.1, 0.0]]}

Entry 2:
{"formula": "C58H50GeIrN6P2", "method": "ωB97M-V with the def2-TZVPD basis set", "s_squared": 0.762, "charge": 2, "multiplicity": 2, "relative_energy_ev": 4.256, "homo_ev": [-12.22, -12.59], "energy_ha": -5432.1443, "mol_weight_g_mol": 1157.855, "homo_lumo_gap_ev": [5.8, 6.2], "elements": ["Ir", "N", "C", "N", "C", "N", "N", "C", "C", "C", "C", "C", "C", "N", "C", "C", "C", "C", "C", "C", "H", "H", "H", "H", "H", "H", "H", "H", "H", "H", "H", "C", "N", "P", "C", "C", "C", "C", "C", "C", "C", "C", "C", "C", "C", "C", "P", "C", "C", "C", "C", "C", "C", "C", "C", "C", "C", "C", "C", "H", "H", "H", "H", "H", "H", "H", "H", "H", "H", "H", "H", "H", "H", "H", "H", "H", "H", "H", "H", "H", "H", "H", "C", "Ge", "C", "C", "C", "C", "C", "C", "C", "C", "C", "C", "C", "C", "C", "C", "C", "C", "C", "C", "H", "H", "H", "H", "H", "H", "H", "H", "H", "H", "H", "H", "H", "H", "H", "H"], "positions_angstrom": [[-0.433, -0.147, 0.101], [0.421, 2.835, -3.435], [-0.154, 1.883, -2.679], [0.317, 1.473, -1.548], [1.484, 2.038, -1.060], [1.867, 1.775, 0.157], [1.197, 0.967, 0.917], [1.444, 0.919, 2.226], [0.678, 0.089, 3.051], [0.905, -0.021, 4.445], [0.146, -0.890, 5.181], [-0.853, -1.639, 4.541], [-1.042, -1.460, 3.186], [-0.310, -0.631, 2.461], [2.234, 2.960, -1.876], [3.489, 3.446, -1.516], [4.155, 4.311, -2.364], [3.572, 4.730, -3.554], [2.314, 4.275, -3.915], [1.661, 3.371, -3.092], [0.008, 3.121, -4.312], [-1.079, 1.457, -3.048], [2.201, 1.568, 2.640], [1.682, 0.577, 4.894], [0.320, -1.003, 6.241], [-1.454, -2.347, 5.084], [-1.804, -2.012, 2.647], [3.921, 3.138, -0.577], [5.135, 4.669, -2.095], [4.096, 5.415, -4.203], [1.851, 4.619, -4.826], [-4.720, 0.111, 1.169], [-3.479, 0.121, 0.408], [-2.470, 1.495, 0.099], [-3.711, 2.802, -0.242], [-4.072, 3.143, -1.542], [-5.051, 4.098, -1.761], [-5.666, 4.729, -0.691], [-5.292, 4.409, 0.605], [-4.316, 3.457, 0.829], [-1.844, 2.153, 1.685], [-2.172, 1.720, 2.963], [-1.616, 2.345, 4.065], [-0.718, 3.385, 3.901], [-0.382, 3.818, 2.625], [-0.944, 3.206, 1.521], [-2.576, -1.236, -0.116], [-3.761, -2.620, -0.002], [-4.939, -2.469, -0.738], [-5.895, -3.466, -0.725], [-5.676, -4.624, 0.007], [-4.499, -4.783, 0.719], [-3.538, -3.783, 0.721], [-2.479, -1.104, -1.942], [-3.238, -0.233, -2.711], [-3.074, -0.219, -4.087], [-2.149, -1.055, -4.692], [-1.413, -1.946, -3.926], [-1.577, -1.972, -2.555], [-5.189, 1.091, 1.090], [-4.556, -0.106, 2.228], [-5.403, -0.639, 0.773], [-3.592, 2.667, -2.386], [-5.335, 4.357, -2.769], [-6.431, 5.469, -0.864], [-5.757, 4.903, 1.444], [-4.025, 3.224, 1.843], [-2.861, 0.904, 3.106], [-1.887, 2.013, 5.055], [-0.283, 3.871, 4.761], [0.321, 4.627, 2.494], [-0.700, 3.546, 0.520], [-5.099, -1.577, -1.329], [-6.809, -3.342, -1.286], [-6.420, -5.407, 0.007], [-4.330, -5.688, 1.279], [-2.618, -3.918, 1.272], [-3.977, 0.403, -2.241], [-3.677, 0.445, -4.687], [-2.023, -1.035, -5.762], [-0.708, -2.614, -4.393], [-1.033, -2.683, -1.947], [0.715, -1.810, 0.019], [2.670, -1.807, 0.103], [3.415, -0.902, -1.487], [4.790, -0.724, -1.594], [5.328, -0.022, -2.657], [4.495, 0.497, -3.635], [3.129, 0.282, -3.559], [2.594, -0.424, -2.498], [3.183, -3.744, 0.077], [4.109, -4.290, 0.945], [4.472, -5.621, 0.801], [3.919, -6.391, -0.207], [2.992, -5.837, -1.071], [2.617, -4.513, -0.924], [3.576, -1.062, 1.714], [4.403, 0.051, 1.628], [5.084, 0.495, 2.748], [4.931, -0.166, 3.956], [4.068, -1.248, 4.055], [3.396, -1.699, 2.934], [0.273, -2.740, 0.373], [5.440, -1.157, -0.845], [6.395, 0.119, -2.728], [4.910, 1.046, -4.466], [2.482, 0.658, -4.338], [1.531, -0.625, -2.439], [4.558, -3.691, 1.724], [5.193, -6.050, 1.479], [4.211, -7.425, -0.323], [2.556, -6.427, -1.862], [1.893, -4.063, -1.590], [4.515, 0.577, 0.688], [5.728, 1.359, 2.680], [5.479, 0.169, 4.824], [3.920, -1.741, 5.004], [2.721, -2.544, 3.003]], "forces_ev_per_a": [[1.7, -0.1, 4.1], [-0.1, -0.5, 0.4], [-0.2, 0.5, -0.9], [-0.2, -1.3, 0.4], [-0.3, -0.7, 1.4], [2.3, 2.1, -0.8], [-2.2, -1.6, 1.5], [0.4, 1.4, -3.3], [-1.4, -1.5, 1.3], [0.1, 0.4, -1.3], [-0.7, -0.6, -0.1], [0.6, 0.4, 0.2], [-0.4, -0.4, -0.1], [0.4, 0.7, -1.9], [-0.2, 0.1, -0.4], [0.1, 0.2, -0.2], [0.1, -0.2, 0.3], [-0.4, -0.1, -0.1], [0.2, 0.1, 0.0], [0.3, 0.0, 0.5], [-0.2, -0.2, 0.1], [-0.1, -0.1, 0.0], [0.2, 0.0, -0.1], [0.1, 0.0, 0.0], [0.0, 0.0, 0.1], [-0.1, -0.1, 0.1], [0.0, 0.0, 0.1], [0.0, -0.1, 0.0], [0.1, 0.1, 0.0], [0.0, 0.1, 0.0], [-0.1, 0.0, -0.2], [-0.3, 0.0, 0.1], [0.8, 0.1, -0.1], [-0.9, 0.0, 1.5], [0.4, 0.0, -0.2], [0.0, 0.0, 0.0], [0.0, 0.0, -0.1], [0.0, 0.0, 0.0], [-0.1, 0.0, 0.0], [0.1, 0.0, 0.0], [-0.1, 0.1, -0.1], [-0.1, 0.1, -0.1], [0.0, -0.1, 0.1], [0.1, 0.1, 0.0], [0.1, 0.1, 0.0], [-0.2, -0.1, 0.1], [-0.5, 1.0, -2.0], [0.5, -0.1, 0.3], [0.1, 0.0, -0.1], [0.0, 0.1, 0.0], [0.1, 0.0, 0.0], [0.0, -0.1, 0.1], [0.0, 0.1, 0.0], [-0.4, -0.3, 0.0], [0.0, -0.1, 0.1], [0.0, 0.2, -0.1], [-0.1, 0.0, 0.0], [0.1, 0.0, 0.0], [-0.2, 0.1, 0.0], [0.0, -0.1, 0.0], [0.0, 0.0, 0.0], [0.0, 0.1, 0.1], [0.0, -0.1, -0.1], [0.0, 0.0, -0.1], [0.0, 0.1, 0.0], [-0.1, 0.0, 0.1], [0.0, 0.0, 0.1], [-0.1, -0.1, 0.0], [0.0, 0.0, 0.1], [0.0, 0.0, 0.1], [0.0, 0.1, 0.0], [0.1, 0.1, 0.0], [0.0, 0.0, 0.0], [0.0, 0.0, -0.1], [0.0, -0.1, 0.0], [0.0, -0.1, 0.1], [0.1, 0.0, 0.1], [0.0, 0.0, 0.0], [-0.1, 0.1, -0.1], [0.0, 0.0, -0.2], [0.1, -0.1, -0.1], [0.2, 0.0, 0.0], [0.5, 0.7, 0.2], [0.9, -0.9, -0.2], [-0.3, -0.3, 0.6], [0.0, -0.1, 0.1], [0.1, 0.1, -0.1], [-0.1, 0.0, 0.0], [0.0, 0.0, -0.3], [-0.1, -0.2, 0.2], [-0.5, 1.6, 0.0], [0.2, -0.2, 0.0], [0.1, 0.0, 0.1], [0.0, -0.1, 0.0], [-0.2, 0.0, -0.2], [0.1, -0.2, 0.0], [-0.7, -0.2, -0.9], [0.1, 0.0, 0.0], [0.0, 0.1, 0.0], [0.0, 0.1, 0.2], [0.1, 0.0, 0.2], [0.0, 0.0, 0.0], [-0.2, 0.0, -0.1], [0.1, 0.1, 0.1], [0.1, 0.0, 0.0], [0.1, 0.1, -0.1], [-0.1, 0.0, -0.2], [-0.1, 0.0, -0.1], [0.1, 0.0, 0.0], [0.1, -0.1, 0.1], [0.0, 0.0, 0.0], [0.0, -0.2, -0.1], [-0.1, -0.1, -0.2], [0.0, 0.0, 0.0], [0.1, 0.0, 0.0], [0.0, 0.0, 0.1], [0.1, -0.1, 0.1], [0.0, -0.1, 0.1]]}

Entry 3:
{"formula": "C28H38Cl2N3OSiTi", "method": "ωB97M-V with the def2-TZVPD basis set", "s_squared": 2.039, "charge": 1, "multiplicity": 3, "relative_energy_ev": 1.504, "homo_ev": [-8.45, -11.15], "energy_ha": -3388.5029, "mol_weight_g_mol": 579.491, "homo_lumo_gap_ev": [6.0, 8.6], "elements": ["Ti", "N", "C", "C", "C", "C", "N", "H", "H", "H", "H", "H", "H", "H", "H", "H", "H", "H", "H", "C", "C", "C", "C", "Si", "O", "C", "C", "C", "C", "C", "C", "C", "C", "C", "C", "C", "C", "H", "H", "H", "H", "H", "H", "H", "H", "H", "H", "H", "H", "H", "H", "H", "H", "H", "H", "H", "N", "C", "C", "C", "C", "C", "C", "C", "H", "H", "H", "H", "H", "Cl", "C", "Cl", "H", "H"], "positions_angstrom": [[-0.723, -0.675, -1.239], [-1.892, -1.830, -2.701], [-1.409, -3.206, -2.912], [-0.011, -3.177, -3.546], [1.039, -3.923, -2.717], [1.128, -3.447, -1.263], [1.060, -1.983, -1.192], [-2.816, -1.896, -2.260], [-2.048, -1.404, -3.622], [-2.099, -3.773, -3.552], [-1.384, -3.692, -1.931], [0.287, -2.124, -3.669], [-0.042, -3.627, -4.540], [2.011, -3.785, -3.192], [0.823, -4.992, -2.737], [2.071, -3.816, -0.833], [0.305, -3.857, -0.670], [1.806, -1.610, -1.789], [1.280, -1.674, -0.241], [0.546, 1.754, -3.039], [1.584, 2.262, -2.028], [2.870, 1.446, -2.190], [1.909, 3.723, -2.329], [0.888, 1.921, -0.247], [0.402, 0.399, -0.349], [2.098, 2.034, 1.206], [2.717, 3.208, 1.620], [3.473, 3.238, 2.779], [3.616, 2.095, 3.548], [3.013, 0.916, 3.145], [2.258, 0.893, 1.988], [-0.707, 2.821, 0.293], [-1.086, 4.119, -0.022], [-2.261, 4.658, 0.475], [-3.073, 3.915, 1.315], [-2.701, 2.624, 1.659], [-1.536, 2.083, 1.140], [0.954, 1.757, -4.052], [-0.340, 2.392, -3.023], [0.239, 0.710, -2.780], [3.257, 1.519, -3.208], [2.687, 0.394, -1.964], [3.637, 1.805, -1.508], [2.351, 3.816, -3.323], [2.621, 4.111, -1.606], [1.019, 4.347, -2.296], [2.599, 4.112, 1.039], [3.942, 4.158, 3.094], [4.189, 2.125, 4.462], [3.120, 0.021, 3.741], [1.759, -0.021, 1.683], [-0.456, 4.723, -0.658], [-2.540, 5.665, 0.209], [-3.977, 4.345, 1.718], [-3.307, 2.051, 2.351], [-1.248, 1.067, 1.399], [-1.484, -1.619, 0.161], [-1.386, -2.007, 1.276], [-1.266, -2.655, 2.490], [-1.758, -2.123, 3.700], [-1.590, -2.828, 4.870], [-0.942, -4.057, 4.871], [-0.443, -4.585, 3.686], [-0.596, -3.901, 2.506], [-2.253, -1.162, 3.702], [-1.957, -2.416, 5.799], [-0.816, -4.599, 5.794], [0.074, -5.533, 3.691], [-0.206, -4.304, 1.581], [-2.484, 0.984, -1.651], [-3.957, 0.730, -0.682], [-4.283, -0.999, -0.582], [-4.800, 1.227, -1.167], [-3.756, 1.128, 0.319]], "forces_ev_per_a": [[0.0, -0.1, -2.4], [-0.8, -0.4, -0.8], [0.2, -0.3, -0.3], [0.0, -0.1, 0.1], [-0.1, 0.3, 0.1], [0.1, -0.5, -0.2], [0.6, -0.2, 0.0], [0.2, 0.2, -0.2], [0.0, -0.1, 0.4], [0.1, 0.1, 0.2], [-0.1, 0.0, -0.2], [0.0, -0.3, -0.1], [0.0, 0.1, 0.0], [0.1, -0.1, -0.1], [0.1, 0.0, 0.1], [-0.3, 0.0, 0.0], [0.1, 0.1, 0.0], [-0.2, 0.1, 0.3], [0.1, 0.0, -0.3], [0.0, -0.1, 0.5], [-0.1, 0.1, 0.3], [-0.2, 0.0, 0.3], [-0.1, -0.1, 0.1], [0.4, 1.2, 0.1], [1.0, 0.3, 1.1], [-0.4, 0.0, -0.6], [0.0, 0.0, -0.1], [0.0, 0.1, 0.0], [0.0, 0.0, 0.0], [0.0, 0.0, 0.1], [-0.1, -0.1, -0.2], [0.7, 0.0, -0.2], [0.1, -0.1, 0.0], [-0.1, 0.1, -0.1], [0.0, 0.0, 0.0], [0.1, 0.0, 0.1], [0.1, 0.0, 0.2], [0.0, -0.1, 0.0], [-0.1, -0.1, -0.1], [0.2, 0.5, -0.5], [0.0, 0.0, -0.1], [0.1, -0.1, 0.0], [0.2, 0.0, 0.1], [0.0, 0.1, -0.1], [0.2, 0.1, 0.1], [-0.1, 0.1, 0.0], [0.0, 0.2, 0.0], [0.0, 0.1, 0.0], [0.1, 0.0, 0.1], [0.0, -0.1, 0.1], [0.0, 0.0, 0.1], [0.0, 0.1, -0.1], [-0.1, 0.1, 0.0], [-0.1, 0.1, 0.0], [0.0, 0.0, 0.0], [-0.1, 0.1, 0.1], [-0.2, -1.5, 3.2], [-0.6, 0.7, -2.0], [0.2, -0.9, 1.5], [0.1, 0.0, -0.6], [0.1, -0.2, 0.2], [0.0, 0.1, -0.1], [0.0, -0.1, 0.3], [-0.2, 0.5, -0.2], [0.0, 0.0, 0.0], [-0.1, 0.0, 0.0], [0.0, -0.1, 0.1], [0.0, -0.1, 0.0], [0.0, 0.0, 0.0], [-0.5, 0.8, -0.6], [-0.3, -0.2, 0.4], [-0.8, 0.1, 0.2], [0.3, -0.1, 0.0], [-0.1, -0.2, -0.5]]}

Entry 4:
{"formula": "C20H24BCaN7O2S3", "method": "ωB97M-V with the def2-TZVPD basis set", "relative_energy_ev": 0.000, "homo_ev": -7.73, "energy_ha": -3207.6419, "mol_weight_g_mol": 541.550, "homo_lumo_gap_ev": 7.3, "elements": ["Ca", "O", "C", "O", "C", "C", "C", "C", "C", "C", "C", "C", "C", "N", "H", "H", "H", "H", "H", "H", "C", "N", "C", "C", "N", "B", "N", "C", "C", "N", "C", "C", "S", "C", "S", "H", "H", "H", "H", "H", "H", "H", "H", "H", "H", "H", "H", "C", "N", "C", "N", "S", "H", "H", "H", "H", "H", "H"], "positions_angstrom": [[0.569, -0.941, -0.248], [-3.369, -2.329, -1.194], [-2.401, -1.752, -0.693], [-1.254, -2.240, -0.454], [-2.573, -0.259, -0.392], [-3.870, 0.300, -0.342], [-4.001, 1.638, -0.130], [-2.846, 2.439, 0.034], [-2.899, 3.835, 0.258], [-1.749, 4.552, 0.426], [-0.495, 3.904, 0.384], [-0.414, 2.560, 0.164], [-1.591, 1.797, -0.022], [-1.483, 0.455, -0.240], [-4.715, -0.359, -0.477], [-4.979, 2.103, -0.079], [-3.866, 4.322, 0.299], [-1.794, 5.618, 0.602], [0.408, 4.479, 0.541], [0.548, 2.059, 0.161], [3.196, 1.718, -1.668], [3.275, 1.453, -0.243], [3.373, 2.408, 0.751], [3.532, 1.736, 1.911], [3.559, 0.390, 1.638], [3.826, -0.689, 2.744], [2.785, -1.854, 2.669], [3.150, -3.178, 2.732], [2.030, -3.932, 2.736], [0.967, -3.055, 2.662], [-0.440, -3.417, 2.684], [1.446, -1.785, 2.623], [0.458, -0.383, 2.487], [3.401, 0.218, 0.317], [3.337, -1.250, -0.573], [3.150, 2.795, -1.810], [2.310, 1.259, -2.105], [4.072, 1.315, -2.174], [3.320, 3.461, 0.537], [3.619, 2.095, 2.920], [4.911, -1.186, 2.572], [3.729, -0.117, 3.802], [4.186, -3.465, 2.757], [1.888, -4.997, 2.777], [-0.512, -4.475, 2.926], [-0.907, -3.231, 1.718], [-0.955, -2.831, 3.442], [-3.448, -0.440, -3.880], [-2.059, -0.173, -3.545], [-1.114, -1.103, -3.418], [-1.486, -2.387, -3.537], [0.515, -0.671, -3.154], [-3.957, 0.511, -4.010], [-3.941, -0.999, -3.082], [-3.513, -1.003, -4.812], [-1.737, 0.776, -3.461], [-2.422, -2.644, -3.241], [-0.772, -3.051, -3.285]], "forces_ev_per_a": [[-0.1, -0.1, -0.1], [0.0, 0.0, 0.0], [0.0, 0.0, 0.0], [0.0, 0.0, 0.0], [0.0, 0.0, 0.0], [0.0, 0.0, 0.0], [0.0, 0.0, 0.0], [0.0, 0.0, 0.0], [0.0, 0.0, 0.0], [0.0, 0.0, 0.0], [0.0, 0.0, 0.0], [0.0, 0.0, 0.0], [0.0, 0.0, 0.0], [0.0, 0.0, 0.0], [0.0, 0.0, 0.0], [0.0, 0.0, 0.0], [0.0, 0.0, 0.0], [0.0, 0.0, 0.0], [0.0, 0.0, 0.0], [0.0, 0.0, 0.0], [0.0, 0.0, 0.0], [0.0, 0.0, 0.0], [0.0, 0.0, 0.0], [0.0, 0.0, 0.0], [0.0, 0.0, 0.0], [0.0, 0.0, 0.0], [0.0, 0.0, 0.0], [0.0, 0.0, 0.0], [0.0, 0.0, 0.0], [0.0, 0.0, 0.0], [0.0, 0.0, 0.0], [0.0, 0.0, 0.0], [0.0, 0.0, 0.0], [0.0, 0.0, 0.0], [0.0, 0.0, 0.0], [0.0, 0.0, 0.0], [0.0, 0.0, 0.0], [0.0, 0.0, 0.0], [0.0, 0.0, 0.0], [0.0, 0.0, 0.0], [0.0, 0.0, 0.0], [0.0, 0.0, 0.0], [0.0, 0.0, 0.0], [0.0, 0.0, 0.0], [0.0, 0.0, 0.0], [0.0, 0.0, 0.0], [0.0, 0.0, 0.0], [0.0, 0.0, 0.0], [0.0, 0.0, 0.0], [0.0, 0.0, 0.0], [0.0, 0.0, 0.0], [0.0, 0.0, 0.0], [0.0, 0.0, 0.0], [0.0, 0.0, 0.0], [0.0, 0.0, 0.0], [0.0, 0.0, 0.0], [0.0, 0.0, 0.0], [0.0, 0.0, 0.0]]}

Question: Number 4 is which compound?
Answer: C20H24BCaN7O2S3